(1)
Molecular formula: C4H6O2
Method: DFT, ωB97M-V with the def2-TZVPD basis set

Computed properties:
**HOMO-LUMO gap**: 11.4 eV
**E**: -8339.7907 eV
**ΔE to the lowest compared entry with this formula, charge and spin**: 15.46 kcal/mol
**LUMO level**: 0.0328 Ha
**Charge**: 0

Structure (XYZ):
```
12
C4H6O2 (ωB97M-V with the def2-TZVPD basis set)
C -0.69462 0.83813 0.91295
C 0.22986 -0.26194 0.39825
C -0.24749 -1.05620 -0.82438
O 0.68376 -0.33194 -1.67827
C 1.24358 0.29115 -0.59842
O 2.17597 1.03308 -0.58205
H -1.66649 0.44024 1.21852
H -0.24205 1.34797 1.76771
H -0.86435 1.58940 0.13456
H 0.65454 -0.86009 1.20955
H -1.28426 -0.91164 -1.13858
H 0.01156 -2.11814 -0.81985
```

(2)
Molecular formula: C4H6O2
Method: DFT, ωB97M-V with the def2-TZVPD basis set

Computed properties:
**HOMO-LUMO gap**: 10.2 eV
**E**: -8337.1653 eV
**ΔE to the lowest compared entry with this formula, charge and spin**: 76.00 kcal/mol
**LUMO level**: 0.0217 Ha
**Charge**: 0
**SMILES**: C=C[C@@H](O)C=O

Structure (XYZ):
```
12
C4H6O2 (ωB97M-V with the def2-TZVPD basis set)
O 1.52168 -0.53274 -1.08329
C 0.37901 -0.83230 -0.76434
C -0.01608 -0.29362 1.49837
C -0.65124 0.62655 0.75333
O 0.17713 1.36859 -1.17546
C -0.63616 0.32686 -0.73503
H 1.06834 0.82954 -1.26250
H 0.13473 -1.87454 -0.59122
H -0.27616 -1.34092 1.34727
H 0.67008 -0.08668 2.30942
H -0.81385 1.67352 1.02093
H -1.55751 0.13572 -1.31748
```

(3)
Molecular formula: C4H6O2
Method: DFT, ωB97M-V with the def2-TZVPD basis set

Computed properties:
**HOMO-LUMO gap**: 11.3 eV
**E**: -8337.4521 eV
**ΔE to the lowest compared entry with this formula, charge and spin**: 69.39 kcal/mol
**LUMO level**: 0.0334 Ha
**Charge**: 0
**SMILES**: CC(=O)O.C#C

Structure (XYZ):
```
12
C4H6O2 (ωB97M-V with the def2-TZVPD basis set)
C 2.52572 0.61820 0.15367
C 2.97721 -0.52298 -0.02532
C -1.13206 0.09316 -0.11425
C -2.64122 -0.34621 0.11987
H 2.03697 1.53135 0.18037
H 3.20659 -1.59038 0.14769
H 0.74427 -0.54193 -0.22917
H -3.07253 0.71135 0.02440
H -2.92893 -1.22539 -0.52107
H -2.93422 -0.65637 1.24582
O -0.72293 1.27304 -0.10662
O -0.20584 -0.93326 -0.09986
```

(4)
Molecular formula: C4H6O2
Method: DFT, ωB97M-V with the def2-TZVPD basis set

Computed properties:
**HOMO-LUMO gap**: 10.7 eV
**E**: -8338.5253 eV
**ΔE to the lowest compared entry with this formula, charge and spin**: 44.64 kcal/mol
**LUMO level**: 0.0258 Ha
**Charge**: 0
**SMILES**: C[C@@]1(C=O)CO1

Structure (XYZ):
```
12
C4H6O2 (ωB97M-V with the def2-TZVPD basis set)
C 1.27885 0.27749 -0.53052
C -0.04206 -0.08352 0.10130
C -1.04643 -0.90010 -0.57871
O -0.23418 -1.45996 0.44341
C -0.51645 0.81333 1.22397
O -1.67257 0.94570 1.54376
H 1.96498 0.69231 0.21635
H 1.73819 -0.61836 -0.95467
H 1.15691 1.02122 -1.32502
H -2.09609 -0.77150 -0.32252
H -0.83096 -1.25800 -1.58531
H 0.29981 1.34139 1.76797
```

(5)
Molecular formula: C4H6O2
Method: DFT, ωB97M-V with the def2-TZVPD basis set

Computed properties:
**HOMO-LUMO gap**: 10.8 eV
**E**: -8338.6870 eV
**ΔE to the lowest compared entry with this formula, charge and spin**: 40.91 kcal/mol
**LUMO level**: 0.0324 Ha
**Charge**: 0
**SMILES**: CC(=O)[C@H]1CO1

Structure (XYZ):
```
12
C4H6O2 (ωB97M-V with the def2-TZVPD basis set)
C -1.46458 -0.45497 -0.58978
C -0.55475 -0.61950 0.60581
O -0.83875 -1.34060 1.53822
C 0.66945 0.22429 0.74872
C 1.59191 0.63382 -0.31039
O 0.56416 1.49690 0.12599
H -0.93582 -0.28725 -1.53280
H -2.07494 -1.35727 -0.64335
H -2.12787 0.40370 -0.42650
H 1.06848 0.14095 1.76002
H 1.52818 0.20883 -1.30964
H 2.57455 0.95110 0.03370
```

(6)
Molecular formula: C4H6O2
Method: DFT, ωB97M-V with the def2-TZVPD basis set

Computed properties:
**HOMO-LUMO gap**: 10.1 eV
**E**: -8337.3017 eV
**ΔE to the lowest compared entry with this formula, charge and spin**: 72.86 kcal/mol
**LUMO level**: 0.0250 Ha
**Charge**: 0
**SMILES**: O=C[C@@H]1C[C@@H]1O

Structure (XYZ):
```
12
C4H6O2 (ωB97M-V with the def2-TZVPD basis set)
O -1.72250 0.95860 -0.03936
C -1.06353 -0.24416 -0.29126
C 0.34518 0.03593 -1.08731
C 0.29664 -0.53869 0.27248
C 1.28199 0.12673 1.26220
O 2.11053 0.84083 0.74903
H -2.66716 0.84480 -0.20483
H -1.78857 -1.08185 -0.21419
H 1.03164 -0.41545 -1.82420
H 0.41645 1.12128 -1.15633
H 0.38967 -1.62793 0.16561
H 1.36967 -0.02009 2.36815
```

(7)
Molecular formula: C4H6O2
Method: DFT, ωB97M-V with the def2-TZVPD basis set

Computed properties:
**HOMO-LUMO gap (alpha / beta)**: 7.2 / 7.6 eV
**E**: -8336.4116 eV
**ΔE to the lowest compared entry with this formula, charge and spin**: 93.39 kcal/mol
**LUMO level (alpha / beta)**: -0.0099 / 0.0008 Ha
**Charge**: 0

Structure (XYZ):
```
12
C4H6O2 (ωB97M-V with the def2-TZVPD basis set)
O 0.38708 0.42135 -1.95037
C 0.34812 0.04429 -0.63326
C -0.91572 -0.65635 -0.16722
C -1.00417 0.09200 1.06576
C 1.41839 0.07711 0.25632
O 1.24218 0.07366 1.50025
H 0.84375 1.26808 -2.02335
H -0.84094 -1.74274 -0.06743
H -1.69369 -0.39260 -0.88899
H -0.92250 -0.36174 2.04396
H -1.30185 1.13437 1.02110
H 2.43936 0.04257 -0.15677
```

(8)
Molecular formula: C4H6O2
Method: DFT, ωB97M-V with the def2-TZVPD basis set

Computed properties:
**HOMO-LUMO gap**: 10.0 eV
**E**: -8338.5298 eV
**ΔE to the lowest compared entry with this formula, charge and spin**: 44.54 kcal/mol
**LUMO level**: 0.0158 Ha
**Charge**: 0
**SMILES**: CO/C=C\C=O

Structure (XYZ):
```
12
C4H6O2 (ωB97M-V with the def2-TZVPD basis set)
C -1.55251 -0.57876 0.15742
C 1.33092 0.14911 -0.25533
C 0.70365 1.47411 -0.36275
O 1.06311 2.33912 -1.13298
C 0.81239 -0.88135 0.43036
O -0.43027 -0.98684 0.93789
H -2.05977 -1.47760 -0.20686
H -2.22930 -0.00950 0.79807
H -1.25912 0.03354 -0.69816
H 2.31517 0.03108 -0.69842
H -0.10103 1.67522 0.37806
H 1.40673 -1.76813 0.65269
```

(9)
Molecular formula: C4H6O2
Method: DFT, ωB97M-V with the def2-TZVPD basis set

Computed properties:
**HOMO-LUMO gap**: 9.5 eV
**E**: -8335.7381 eV
**ΔE to the lowest compared entry with this formula, charge and spin**: 108.92 kcal/mol
**LUMO level**: 0.0207 Ha
**Charge**: 0

Structure (XYZ):
```
12
C4H6O2 (ωB97M-V with the def2-TZVPD basis set)
O 1.09441 -0.72974 0.64916
C 2.21016 -0.09912 0.41131
C -0.19444 0.96516 -0.73220
C 0.01450 -0.47486 -0.27100
C -1.34054 -0.31175 0.41280
O -1.51540 0.98920 -0.16286
H 2.86368 -0.49279 1.22767
H 0.49102 1.67612 -0.26015
H 0.07413 -1.23400 -1.05238
H -0.21114 1.13010 -1.81422
H -1.27314 -0.28437 1.50744
H -2.12972 -1.00701 0.10854
```

(10)
Molecular formula: C4H6O2
Method: DFT, ωB97M-V with the def2-TZVPD basis set

Computed properties:
**HOMO-LUMO gap (alpha / beta)**: 8.0 / 8.0 eV
**E**: -8334.8412 eV
**ΔE to the lowest compared entry with this formula, charge and spin**: 129.60 kcal/mol
**LUMO level (alpha / beta)**: 0.0039 / 0.0039 Ha
**Charge**: 0

Structure (XYZ):
```
12
C4H6O2 (ωB97M-V with the def2-TZVPD basis set)
O -1.01638 -1.25773 -0.53132
C 0.11542 -0.47229 -0.40757
C 1.19333 -0.59460 0.73714
C 0.33251 0.57703 0.62996
C 0.80413 -0.17234 -1.56559
O 1.43223 0.19101 -2.46270
H -1.69024 -0.77616 -0.02424
H 2.25766 -0.62344 0.47375
H 0.88962 -1.41785 1.38565
H 0.75405 1.53564 0.32963
H -2.18004 1.42005 0.79345
H -2.89229 1.59066 0.64183
```

(11)
Molecular formula: C4H6O2
Method: DFT, ωB97M-V with the def2-TZVPD basis set

Computed properties:
**HOMO-LUMO gap**: 10.5 eV
**E**: -8339.8724 eV
**ΔE to the lowest compared entry with this formula, charge and spin**: 13.58 kcal/mol
**LUMO level**: 0.0289 Ha
**Charge**: 0
**SMILES**: O=C=O.C=CC

Structure (XYZ):
```
12
C4H6O2 (ωB97M-V with the def2-TZVPD basis set)
C -1.51911 0.06666 0.44729
C -0.37784 0.55328 -0.39170
C 0.80427 0.94490 0.08262
C 1.48608 -1.36945 -0.39990
O 2.56332 -1.14820 -0.01855
O 0.46517 -1.75641 -0.81689
H -2.19857 0.91261 0.59672
H -1.18904 -0.28828 1.42910
H -2.08336 -0.73610 -0.03723
H -0.56212 0.58319 -1.46664
H 1.57236 1.34802 -0.56744
H 1.03884 0.88979 1.14261
```

(12)
Molecular formula: C4H6O2
Method: DFT, ωB97M-V with the def2-TZVPD basis set

Computed properties:
**HOMO-LUMO gap**: 10.7 eV
**E**: -8338.4956 eV
**ΔE to the lowest compared entry with this formula, charge and spin**: 45.33 kcal/mol
**LUMO level**: 0.0332 Ha
**Charge**: 0
**SMILES**: CC(=O)[C@H]1CO1

Structure (XYZ):
```
12
C4H6O2 (ωB97M-V with the def2-TZVPD basis set)
C -1.43254 -0.39286 -0.53031
C -0.49574 -0.63091 0.60003
O -0.66795 -1.49812 1.42820
C 0.59541 0.37059 0.75150
C 1.54542 0.45172 -0.36244
O 0.62932 1.49869 -0.11034
H -1.12761 0.34101 -1.27693
H -1.74558 -1.33019 -1.00707
H -2.13910 0.12702 0.14363
H 0.90079 0.53463 1.77843
H 1.34783 -0.11561 -1.27503
H 2.58975 0.64403 -0.13968
```

(13)
Molecular formula: C4H6O2
Method: DFT, ωB97M-V with the def2-TZVPD basis set

Computed properties:
**HOMO-LUMO gap**: 9.0 eV
**E**: -8336.6763 eV
**ΔE to the lowest compared entry with this formula, charge and spin**: 87.28 kcal/mol
**LUMO level**: 0.0103 Ha
**Charge**: 0

Structure (XYZ):
```
12
C4H6O2 (ωB97M-V with the def2-TZVPD basis set)
C -0.20216 2.14358 -0.47448
C -0.18954 0.23517 0.67193
O -0.63737 0.76347 -0.43789
C -0.28970 -1.26827 0.62018
C 0.87980 -1.75356 -0.22756
O 1.92315 -2.14603 0.22885
H 0.86330 2.12590 -0.71042
H -0.33430 2.57616 0.51854
H -0.76658 2.66801 -1.24212
H -0.13204 -1.61260 1.64237
H -1.22513 -1.65107 0.19240
H 0.71824 -1.69716 -1.32374
```

(14)
Molecular formula: C4H6O2
Method: DFT, ωB97M-V with the def2-TZVPD basis set

Computed properties:
**HOMO-LUMO gap**: 10.7 eV
**E**: -8338.6990 eV
**ΔE to the lowest compared entry with this formula, charge and spin**: 40.64 kcal/mol
**LUMO level**: 0.0279 Ha
**Charge**: 0
**SMILES**: O=CCCC=O

Structure (XYZ):
```
12
C4H6O2 (ωB97M-V with the def2-TZVPD basis set)
O -1.00823 0.04589 -1.46291
C -1.06377 -0.70213 -0.50133
C -0.58538 -0.20486 0.85319
C 0.53039 0.77530 0.48380
C 1.11719 0.15475 -0.77586
O 1.17471 -1.05741 -0.86291
H -1.52728 -1.69015 -0.59775
H -0.25285 -0.99986 1.52507
H -1.45538 0.27891 1.31452
H 0.16836 1.79783 0.35117
H 1.35014 0.79721 1.21160
H 1.55434 0.79649 -1.55171
```

(15)
Molecular formula: C4H6O2
Method: DFT, ωB97M-V with the def2-TZVPD basis set

Computed properties:
**HOMO-LUMO gap**: 10.7 eV
**E**: -8338.4667 eV
**ΔE to the lowest compared entry with this formula, charge and spin**: 45.99 kcal/mol
**LUMO level**: 0.0307 Ha
**Charge**: 0
**SMILES**: CC(=O)CC=O

Structure (XYZ):
```
12
C4H6O2 (ωB97M-V with the def2-TZVPD basis set)
C -0.38909 -1.53120 -1.08570
C -0.00078 -0.75682 0.16072
O 0.39462 -1.32593 1.15837
C -0.05636 0.77459 0.09840
C 0.61966 1.52679 1.18475
O 0.02255 2.55749 1.45389
H 0.47023 -1.61836 -1.76463
H -1.19020 -1.02366 -1.62929
H -0.70005 -2.54280 -0.80971
H 0.21250 1.14775 -0.89467
H -0.88803 1.56519 0.37510
H 1.50494 1.22696 1.75278
```

(16)
Molecular formula: C4H6O2
Method: DFT, ωB97M-V with the def2-TZVPD basis set

Computed properties:
**HOMO-LUMO gap**: 11.0 eV
**E**: -8338.4515 eV
**ΔE to the lowest compared entry with this formula, charge and spin**: 46.34 kcal/mol
**LUMO level**: 0.0357 Ha
**Charge**: 0
**SMILES**: O=CC[C@H]1CO1

Structure (XYZ):
```
12
C4H6O2 (ωB97M-V with the def2-TZVPD basis set)
O 2.04408 -0.15626 1.49076
C 1.96256 0.01633 0.29860
C 0.67324 -0.00738 -0.48665
C -0.55449 -0.20920 0.37246
C -1.87539 0.25031 -0.05450
O -1.52013 -1.12179 -0.13419
H 2.87482 0.20760 -0.30406
H 0.73815 -0.83456 -1.20683
H 0.62506 0.91077 -1.08884
H -0.35481 -0.31205 1.43780
H -2.63331 0.49562 0.68904
H -1.97977 0.76061 -1.01359
```

(17)
Molecular formula: C4H6O2
Method: DFT, ωB97M-V with the def2-TZVPD basis set

Computed properties:
**HOMO-LUMO gap**: 10.5 eV
**E**: -8339.7105 eV
**ΔE to the lowest compared entry with this formula, charge and spin**: 17.31 kcal/mol
**LUMO level**: 0.0261 Ha
**Charge**: 0
**SMILES**: CC(=O)CC=O

Structure (XYZ):
```
12
C4H6O2 (ωB97M-V with the def2-TZVPD basis set)
C -1.13866 -1.37575 -0.52711
C -0.00162 -0.39518 -0.68048
O 0.56245 -0.20231 -1.73677
C 0.44381 0.33030 0.58124
C 0.88318 1.75615 0.31801
O 0.70695 2.64775 1.11100
H -2.04684 -0.85517 -0.19861
H -0.89350 -2.11699 0.24416
H -1.31958 -1.87539 -1.48018
H -0.31200 0.32601 1.37146
H 1.31735 -0.21794 0.96309
H 1.38489 1.92332 -0.65456
```

(18)
Molecular formula: C4H6O2
Method: DFT, ωB97M-V with the def2-TZVPD basis set

Computed properties:
**HOMO-LUMO gap**: 9.4 eV
**E**: -8332.0022 eV
**ΔE to the lowest compared entry with this formula, charge and spin**: 195.07 kcal/mol
**LUMO level**: 0.0283 Ha
**Charge**: 0
**SMILES**: C1=C2C[C@H]12.OO

Structure (XYZ):
```
12
C4H6O2 (ωB97M-V with the def2-TZVPD basis set)
C 0.24994 1.23172 -0.37505
C 0.11020 0.15085 0.51374
C 1.44739 1.19983 0.35850
C 1.03352 0.68463 1.63635
O -1.66477 -2.21609 -0.82446
O -1.58667 -1.53686 -2.11050
H -0.22847 1.46730 -1.19604
H 2.49846 1.03793 0.14423
H -2.46189 -1.95684 -2.52252
H 0.46433 1.20789 2.42046
H 1.70330 0.12158 2.15689
H -1.56533 -1.39195 -0.20161
```

(19)
Molecular formula: C4H6O2
Method: DFT, ωB97M-V with the def2-TZVPD basis set

Computed properties:
**HOMO-LUMO gap**: 10.4 eV
**E**: -8337.6552 eV
**ΔE to the lowest compared entry with this formula, charge and spin**: 64.71 kcal/mol
**LUMO level**: 0.0231 Ha
**Charge**: 0

Structure (XYZ):
```
12
C4H6O2 (ωB97M-V with the def2-TZVPD basis set)
O 2.25788 1.34432 -0.67650
C 1.23785 0.79730 -0.35753
C 0.77890 -0.60412 -0.53695
C -0.62171 -0.73145 0.08232
C -0.95127 0.72504 0.35186
O 0.27777 1.44800 0.39018
H 1.22246 -1.23520 -1.30702
H 0.67781 -1.11064 0.54481
H -1.31772 -1.38128 -0.42444
H -0.51911 -1.25749 1.16093
H -1.44769 0.82606 1.31406
H -1.57643 1.11773 -0.45259
```

(20)
Molecular formula: C4H6O2
Method: DFT, ωB97M-V with the def2-TZVPD basis set

Computed properties:
**HOMO-LUMO gap (alpha / beta)**: 6.8 / 7.9 eV
**E**: -8331.6355 eV
**ΔE to the lowest compared entry with this formula, charge and spin**: 87.94 kcal/mol
**LUMO level (alpha / beta)**: 0.0342 / -0.1037 Ha
**Charge**: 0
**Multiplicity**: 3
**<S²>**: 2.03

Structure (XYZ):
```
12
C4H6O2 (ωB97M-V with the def2-TZVPD basis set)
C -0.70203 -1.39118 -0.07269
C 0.37418 -1.27393 0.72974
C -0.21160 -0.08272 0.14101
C 0.15981 1.07262 -0.71587
O -1.33626 0.66566 1.34658
O 1.17665 0.59049 -1.71246
H -1.36525 -2.06423 -0.66372
H 1.15619 -1.55965 1.52562
H 0.62879 1.96806 -0.19697
H -0.65734 1.53473 -1.35849
H -1.09212 0.22554 2.11854
H 1.86899 0.31461 -1.14127
```